[1]
{"formula": "C3H11NOS2", "method": "ωB97M-V with the def2-TZVPD basis set", "homo_energy_ev": -8.9, "charge": 0, "homo_lumo_gap_ha": 0.3350, "e_above_lowest_kcal_mol": 31.2, "lumo_ev": 0.17, "energy_ev": -28496.2455, "largest_force_ev_per_a": 2.9, "elements": ["S", "S", "C", "C", "C", "N", "H", "H", "H", "H", "H", "H", "H", "H", "H", "H", "H", "O"], "xyz": [[1.0879, 0.7392, 2.3134], [1.8600, -0.0539, 0.4503], [0.6261, 0.7167, -0.7119], [0.4279, -0.2879, -1.8800], [0.0919, -1.8071, -1.6427], [-0.6580, -2.2392, -0.3569], [2.0274, 1.6769, 2.3974], [0.9535, 1.7214, -1.0963], [-0.3301, 0.7378, -0.0457], [1.4460, -0.2037, -2.3663], [-0.2759, 0.0722, -2.6220], [1.1500, -2.3721, -1.5861], [-0.4884, -2.0048, -2.5722], [-1.4353, -1.5709, -0.1318], [-0.1505, -2.2500, 0.5460], [-4.6529, 2.3876, -0.7749], [-5.5398, 1.6861, -1.7040], [-5.2675, 1.6373, -0.7946]], "forces_ev_per_a": [[0.69, -0.78, -1.32], [-0.90, 1.06, 0.89], [-1.77, -0.99, 1.04], [1.81, 0.45, 0.12], [2.00, -0.26, 2.06], [-0.73, 1.51, -0.76], [0.07, 0.30, 0.16], [-0.45, -0.99, 0.62], [1.61, 0.50, -1.37], [-1.04, -0.57, -0.07], [-0.19, 0.53, 0.11], [-2.69, 0.93, -0.43], [0.36, -0.92, 1.04], [0.78, -0.85, -0.72], [0.46, 0.09, -1.39], [-0.09, -0.28, 0.45], [-0.51, -0.34, -0.67], [0.61, 0.62, 0.22]], "lowdin_charge": [0.32, 0.42, -0.56, -0.32, -0.26, -0.04, -0.23, 0.08, 0.06, 0.10, 0.09, 0.13, 0.10, 0.06, 0.04, 0.04, 0.02, -0.06]}

[2]
{"formula": "C3H11NOS2", "method": "ωB97M-V with the def2-TZVPD basis set", "homo_energy_ev": -8.5, "charge": 0, "homo_lumo_gap_ha": 0.3304, "e_above_lowest_kcal_mol": 12.9, "lumo_ev": 0.54, "energy_ev": -28497.0359, "largest_force_ev_per_a": 1.1, "elements": ["S", "S", "C", "C", "N", "C", "H", "H", "H", "H", "H", "H", "H", "H", "H", "H", "H", "O"], "xyz": [[-2.0993, -2.4713, -0.1234], [-2.5735, -0.7803, 0.8363], [-1.2803, 0.4843, 0.6344], [0.0722, 0.2693, 1.3366], [1.2136, 0.0612, 0.4798], [1.2137, -1.0674, -0.4171], [-1.2796, -3.1331, 0.7160], [-1.1263, 0.7908, -0.4049], [-1.8333, 1.3238, 1.0881], [-0.0116, -0.5735, 2.0269], [0.3059, 1.1113, 1.9795], [1.4858, 0.9398, 0.0348], [1.1111, -1.9877, 0.1527], [2.2213, -1.0819, -0.8571], [0.4989, -1.0714, -1.2489], [0.7472, 1.9073, -2.7146], [0.3207, 2.9504, -1.6339], [1.0134, 2.3285, -1.8852]], "forces_ev_per_a": [[0.26, -0.59, -0.84], [-0.12, 0.55, 0.61], [-0.26, 0.47, -0.02], [-0.04, -0.53, 0.00], [0.07, 0.77, 0.23], [0.98, 0.23, -0.25], [-0.05, 0.23, 0.25], [-0.06, -0.36, -0.02], [0.23, -0.12, 0.03], [-0.07, -0.18, -0.05], [-0.07, 0.33, 0.00], [-0.17, -0.60, -0.08], [-0.16, -0.11, 0.04], [-0.27, -0.21, -0.07], [-0.26, 0.10, 0.16], [-0.08, 0.26, 0.30], [0.02, -0.14, -0.26], [0.05, -0.10, -0.02]], "lowdin_charge": [0.28, 0.40, -0.54, -0.30, -0.14, -0.16, -0.19, 0.06, 0.06, 0.10, 0.11, 0.09, 0.07, 0.08, 0.06, 0.05, 0.04, -0.06]}